# 1
Formula: C5H8O
Source: the Open Molecules 2025 dataset
Level of theory: ωB97M-V/def2-TZVPD

Geometry (Å):
C (-1.16022, 0.81606, -0.55518)
C (-1.43682, -0.21462, 0.51074)
C (-0.04794, -0.02018, -0.02949)
C (0.98449, -0.85081, -0.78590)
O (1.76510, -0.96774, 0.41246)
C (1.15409, 0.25333, 0.86952)
H (-1.49784, 0.54973, -1.55519)
H (-1.21683, 1.87532, -0.32609)
H (-1.59480, 0.18336, 1.51461)
H (-2.05835, -1.07690, 0.28652)
H (0.82416, -1.78113, -1.32925)
H (1.50994, -0.16821, -1.48261)
H (1.02537, 0.29475, 1.95519)
H (1.74965, 1.10703, 0.51467)

Force components x, y, z for each atom (eV/Å):
0.0 0.2 -0.1
0.0 -0.2 0.1
0.0 0.1 0.0
-0.1 0.0 -0.4
0.3 0.0 0.0
0.0 0.4 0.3
0.1 0.1 0.1
0.0 -0.1 0.1
0.1 -0.2 -0.2
0.2 0.1 -0.1
-0.4 -0.2 0.4
-0.2 -0.1 0.1
0.0 -0.1 -0.2
-0.1 0.0 0.2

Properties
Total charge: 0
Energy relative to the best compared isomer or geometry (same formula, charge and spin) in kcal/mol: 59.6



# 2
Formula: C5H8O
Source: the Open Molecules 2025 dataset
Level of theory: ωB97M-V/def2-TZVPD

Geometry (Å):
C (2.67105, -0.36216, -0.44152)
C (1.48761, 0.00374, 0.00450)
C (0.43747, 0.59631, 0.51275)
C (-0.98158, 0.55009, -0.08317)
C (-1.65216, -0.81290, -0.11918)
O (-1.89806, 1.43853, 0.53017)
H (3.18374, -1.23292, -0.06097)
H (1.30301, -0.04007, 1.29546)
H (3.15092, 0.30451, -1.14308)
H (-0.82144, 0.87951, -1.13296)
H (-1.76169, -1.19266, 0.89873)
H (-2.65548, -0.71832, -0.54694)
H (-1.07252, -1.51564, -0.72429)
H (-1.39086, 2.10197, 1.01050)

Force components x, y, z for each atom (eV/Å):
0.2 0.0 -0.1
0.1 0.4 -0.8
0.6 -0.3 -0.2
0.3 -0.4 0.0
0.0 -0.1 0.1
0.3 0.1 0.3
-0.1 -0.1 -0.2
-2.0 0.5 0.5
0.2 -0.1 0.0
0.2 -0.1 0.4
0.0 -0.1 -0.1
0.2 0.0 0.0
-0.1 0.1 0.1
0.0 0.0 -0.1

Properties
Total charge: 0
Energy relative to the best compared isomer or geometry (same formula, charge and spin) in kcal/mol: 109.2



# 3
Formula: C5H8O
Source: the Open Molecules 2025 dataset
Level of theory: ωB97M-V/def2-TZVPD

Geometry (Å):
C (-1.40049, 0.15888, -0.33544)
C (-1.59213, 0.09759, 1.07260)
C (0.87795, -0.57536, 0.94886)
O (1.71285, -1.01014, -0.10948)
C (1.05025, -0.19718, -1.07251)
C (0.08312, 0.40859, -0.07265)
H (-1.60226, -0.78794, -0.81309)
H (-1.86795, 0.95765, -0.90151)
H (-1.69229, 1.16518, 1.33229)
H (0.41618, -1.41947, 1.46766)
H (1.43194, 0.02204, 1.67700)
H (0.56629, -0.80560, -1.84476)
H (1.72322, 0.53506, -1.53188)
H (0.29331, 1.45071, 0.18292)

Force components x, y, z for each atom (eV/Å):
-0.9 -0.5 -0.9
-0.8 0.4 1.2
-0.2 0.8 0.0
0.6 -0.3 -0.5
0.3 -0.1 -0.6
0.9 -0.5 1.2
0.4 -0.4 -0.4
0.1 0.4 -0.1
0.1 0.1 0.5
-0.3 0.3 -0.3
0.0 0.0 0.1
0.1 0.1 0.0
0.0 -0.1 0.0
-0.2 -0.2 -0.2

Properties
Total charge: 0
Energy relative to the best compared isomer or geometry (same formula, charge and spin) in kcal/mol: 134.2



# 4
Formula: C5H8O
Source: the Open Molecules 2025 dataset
Level of theory: ωB97M-V/def2-TZVPD

Geometry (Å):
C (-0.00727, -0.36073, -1.35088)
C (0.19558, -0.08058, 0.13825)
C (0.06155, 1.40641, 0.44251)
O (1.50672, -0.45503, 0.52201)
C (-1.98497, -1.25052, 0.59619)
C (-0.81485, -0.85035, 1.00024)
H (0.08214, -1.43296, -1.55754)
H (-0.99320, -0.03183, -1.69804)
H (0.76200, 0.17013, -1.92051)
H (0.19598, 1.58489, 1.51299)
H (-0.93120, 1.76093, 0.14841)
H (0.82417, 1.96492, -0.11047)
H (1.64025, -1.37075, 0.24091)
H (-0.53688, -1.05454, 2.03593)

Force components x, y, z for each atom (eV/Å):
0.0 0.0 -0.1
-0.1 0.2 -0.2
0.0 0.1 0.0
0.1 -0.3 0.0
0.6 0.1 0.3
-0.6 -0.2 -0.3
0.0 0.1 0.0
0.1 -0.1 0.1
-0.1 0.0 0.1
0.0 0.0 -0.1
0.2 -0.1 0.1
-0.1 -0.1 0.1
0.1 0.2 0.1
-0.1 0.1 0.0

Properties
Total charge: 0
Energy relative to the best compared isomer or geometry (same formula, charge and spin) in kcal/mol: 89.3



# 5
Formula: C5H8O
Source: the Open Molecules 2025 dataset
Level of theory: ωB97M-V/def2-TZVPD

Geometry (Å):
C (-0.82361, 0.95378, 0.03833)
C (0.64590, 1.07392, -0.28767)
C (1.35235, -0.07964, 0.33932)
O (0.82037, -0.74640, 1.40927)
C (0.24752, -1.26058, 0.18404)
C (-1.09637, -0.58531, -0.10811)
H (-1.43966, 1.56085, -0.63215)
H (-1.08263, 1.23296, 1.06798)
H (0.79548, 0.07132, -0.94419)
H (1.12977, 1.96733, -0.69319)
H (2.42876, -0.13270, 0.12447)
H (0.36226, -2.34140, 0.00620)
H (-1.46776, -0.84207, -1.11358)
H (-1.86863, -0.88509, 0.60966)

Force components x, y, z for each atom (eV/Å):
-0.2 -0.2 -0.1
-0.1 -1.5 -1.7
-0.3 -2.2 0.2
-0.3 -0.1 1.9
0.7 0.4 1.0
0.2 0.1 0.1
0.0 -0.2 0.1
0.3 0.1 -0.2
-0.7 3.8 -2.4
0.0 -0.3 0.7
-0.4 -0.6 0.2
0.3 0.7 0.1
0.3 0.1 0.2
0.2 -0.1 -0.1

Properties
Total charge: 0
Energy relative to the best compared isomer or geometry (same formula, charge and spin) in kcal/mol: 98.7



# 6
Formula: C5H8O
Source: the Open Molecules 2025 dataset
Level of theory: ωB97M-V/def2-TZVPD

Geometry (Å):
C (0.04882, -1.22104, -0.30751)
C (-1.23914, -0.68954, 0.21554)
C (1.02783, -0.06911, -0.58164)
C (0.82484, 1.13793, 0.33197)
O (-0.52087, 1.60479, 0.30259)
C (-1.44961, 0.61817, 0.42236)
H (-0.12587, -1.79489, -1.23589)
H (0.40508, -1.94014, 0.43370)
H (-2.01928, -1.40382, 0.44219)
H (0.85111, 0.26963, -1.60549)
H (2.07251, -0.38349, -0.49428)
H (1.44444, 1.98066, -0.00028)
H (1.10191, 0.90148, 1.37111)
H (-2.42175, 0.98935, 0.70562)

Force components x, y, z for each atom (eV/Å):
0.2 -0.1 0.2
-0.2 0.8 0.0
0.0 0.0 -0.1
0.1 -0.2 0.0
-0.1 0.0 0.0
-0.1 -0.9 0.0
0.1 0.2 0.3
0.4 0.0 -0.1
-0.2 0.2 -0.1
0.2 0.0 0.0
-0.1 0.0 -0.1
-0.2 -0.2 0.1
-0.2 0.0 -0.1
0.0 0.2 0.1

Properties
SMILES: C1=COCCC1
Total charge: 0
Energy relative to the best compared isomer or geometry (same formula, charge and spin) in kcal/mol: 20.7



# 7
Formula: C5H8O
Source: the Open Molecules 2025 dataset
Level of theory: ωB97M-V/def2-TZVPD

Geometry (Å):
C (-0.21237, -0.00482, 2.35577)
O (0.00858, 1.25087, 1.75889)
C (0.80349, 1.16765, 0.60470)
C (0.19986, 0.42821, -0.51194)
C (-0.17949, -0.10508, -1.52653)
C (-0.56866, -0.98689, -2.63757)
H (0.73529, -0.49059, 2.63970)
H (-0.79922, 0.18128, 3.25650)
H (-0.76555, -0.67962, 1.68704)
H (0.98247, 2.19118, 0.26938)
H (1.77484, 0.69642, 0.82714)
H (-1.54256, -0.75167, -3.07277)
H (0.15382, -0.93119, -3.45771)
H (-0.59050, -1.96576, -2.19259)

Force components x, y, z for each atom (eV/Å):
-0.1 -0.2 0.2
0.0 0.0 0.0
0.1 0.0 -0.2
-0.2 -0.2 -0.8
0.1 0.1 0.5
0.1 0.7 0.1
-0.1 0.1 -0.1
0.0 -0.1 -0.1
0.1 0.1 0.1
0.1 0.0 0.2
-0.1 0.1 0.1
0.0 0.0 0.3
0.0 -0.2 0.2
-0.1 -0.7 -0.3

Properties
SMILES: CC#CCOC
Total charge: 0
Energy relative to the best compared isomer or geometry (same formula, charge and spin) in kcal/mol: 57.7



# 8
Formula: C5H8O
Source: the Open Molecules 2025 dataset
Level of theory: ωB97M-V/def2-TZVPD

Geometry (Å):
O (2.44358, -0.06478, 0.04795)
C (1.32768, 0.07474, 0.54650)
C (0.37253, 1.12106, -0.31083)
C (-0.34649, 0.15283, -1.11954)
C (-1.26607, -0.69262, -0.47700)
C (0.64001, -0.58123, 1.55251)
H (-0.25427, 1.65211, 0.41024)
H (1.00427, 1.80065, -0.88009)
H (-1.63946, 0.26225, -1.35177)
H (0.06663, -0.17428, -2.07184)
H (-1.57682, -1.63572, -0.91806)
H (-1.70323, -0.38350, 0.46308)
H (-0.20053, -0.12000, 2.06092)
H (1.13219, -1.41151, 2.04793)

Force components x, y, z for each atom (eV/Å):
-0.2 0.0 0.1
0.0 -0.1 -0.1
0.0 0.1 0.0
0.2 -0.3 0.2
0.0 0.0 -0.1
0.2 0.1 0.1
0.1 -0.1 -0.1
-0.1 -0.1 0.1
-0.1 0.1 0.0
-0.1 0.1 0.1
0.1 0.2 0.0
0.1 0.0 -0.1
0.1 0.0 -0.1
-0.1 0.1 -0.1

Properties
Total charge: 0
Energy relative to the best compared isomer or geometry (same formula, charge and spin) in kcal/mol: 116.9



# 9
Formula: C5H8O
Source: the Open Molecules 2025 dataset
Level of theory: ωB97M-V/def2-TZVPD

Geometry (Å):
C (-1.22010, -0.08324, -1.53833)
C (-0.59732, -0.18914, -0.11935)
C (0.91049, -0.38599, -0.05259)
C (1.07543, 0.07026, 1.37555)
C (-0.20966, 1.00581, 1.09567)
O (-0.50891, 2.13331, 1.36747)
H (-2.20703, 0.38240, -1.52203)
H (-0.58770, 0.49035, -2.22655)
H (-1.36857, -1.06597, -2.03177)
H (-1.13014, -0.97942, 0.43187)
H (1.37298, -1.36275, -0.10084)
H (1.37579, 0.31595, -0.75823)
H (0.81092, -0.77403, 2.03431)
H (2.12373, 0.33991, 1.60393)

Force components x, y, z for each atom (eV/Å):
0.0 0.4 0.3
0.0 0.5 0.4
0.4 -0.5 -0.1
-0.4 0.4 0.1
0.5 -0.3 -0.8
0.2 -1.7 -0.4
0.1 0.1 0.1
-0.1 0.1 0.3
0.3 0.3 0.6
0.2 0.3 0.1
-0.2 -0.5 -0.9
0.1 -0.3 0.2
-0.2 0.5 -0.1
-0.8 0.8 0.3

Properties
SMILES: C[C@H]1CCC1=O
Total charge: 0
Energy relative to the best compared isomer or geometry (same formula, charge and spin) in kcal/mol: 41.9



# 10
Formula: C5H8O
Source: the Open Molecules 2025 dataset
Level of theory: ωB97M-V/def2-TZVPD

Geometry (Å):
C (-0.95564, 2.64659, -1.06216)
C (-0.57832, 1.52937, -0.51780)
C (-0.30462, 0.47314, 0.19460)
C (0.65954, -0.63352, -0.21835)
C (0.75292, -1.84600, 0.71380)
O (-0.51626, -2.38610, 0.99646)
H (-0.34647, 1.13819, 1.10300)
H (-0.53399, 3.60356, -0.78424)
H (-1.67162, 2.55850, -1.86176)
H (0.30634, -0.99832, -1.19152)
H (1.66105, -0.21924, -0.38780)
H (1.32975, -2.64313, 0.22341)
H (1.29984, -1.58886, 1.63483)
H (-1.10252, -1.63419, 1.15753)

Force components x, y, z for each atom (eV/Å):
0.0 0.0 -0.3
0.1 -0.1 -0.9
0.8 1.1 0.4
0.1 0.0 -0.1
0.3 0.2 -0.1
-0.3 0.1 0.1
-0.3 -2.0 0.9
0.4 -0.1 -0.5
-0.7 0.4 0.2
0.0 0.1 0.2
-0.1 -0.1 0.1
-0.1 0.3 0.1
-0.2 0.1 -0.1
0.0 -0.2 0.0

Properties
SMILES: C=C=CCCO
Total charge: 0
Energy relative to the best compared isomer or geometry (same formula, charge and spin) in kcal/mol: 78.3



# 11
Formula: C5H8O
Source: the Open Molecules 2025 dataset
Level of theory: ωB97M-V/def2-TZVPD

Geometry (Å):
C (0.02027, -1.93267, 0.14146)
C (-0.99156, -1.01749, 0.83786)
C (-0.00496, -0.50300, -0.12230)
C (0.25847, 0.47306, -0.98007)
C (0.14415, 1.88050, -0.47272)
O (1.33189, 1.89909, 0.32029)
H (-0.29424, -2.58606, -0.66095)
H (0.80113, -2.33868, 0.78385)
H (-0.92862, -0.88897, 1.91559)
H (-2.00652, -1.02742, 0.44795)
H (1.27554, 0.99447, 0.69430)
H (0.93955, 0.32560, -1.81620)
H (0.20117, 2.66152, -1.24065)
H (-0.74626, 2.06003, 0.15160)

Force components x, y, z for each atom (eV/Å):
0.0 -0.3 -0.2
-0.2 0.1 0.1
-0.5 -0.2 -0.6
-0.1 -0.3 0.0
-0.1 -0.1 -0.1
0.0 0.3 0.7
-0.2 -0.2 0.1
-0.1 0.2 -0.2
0.2 0.0 -0.2
0.1 0.0 0.2
0.7 1.0 0.1
-0.1 -0.1 0.1
0.1 -0.3 0.2
0.2 -0.2 -0.2

Properties
SMILES: OCC=C1CC1
Total charge: 0
Energy relative to the best compared isomer or geometry (same formula, charge and spin) in kcal/mol: 66.5



# 12
Formula: C5H8O
Source: the Open Molecules 2025 dataset
Level of theory: ωB97M-V/def2-TZVPD

Geometry (Å):
C (-1.02725, -1.54101, -0.01193)
C (-0.32578, -0.65625, 0.94428)
C (-0.60541, 0.79852, 0.70483)
C (0.68552, 1.39036, 0.10123)
O (1.03822, 2.53116, 0.26587)
C (1.45267, 0.34030, -0.65258)
H (-1.35006, -1.11580, -0.97751)
H (-0.54642, -2.51396, -0.15652)
H (-1.95269, -1.75100, 0.55810)
H (1.47271, -0.51544, 0.05015)
H (-0.78967, 1.33551, 1.63959)
H (-1.42075, 1.01332, -0.00872)
H (2.46332, 0.65337, -0.90402)
H (0.90558, 0.03093, -1.55277)

Force components x, y, z for each atom (eV/Å):
0.1 0.0 0.0
-0.5 0.0 0.0
-0.1 0.0 0.1
0.1 0.2 0.1
-0.3 -0.6 -0.1
0.1 0.1 0.0
0.1 0.0 0.1
-0.1 0.2 0.1
0.1 0.0 0.0
0.2 0.0 -0.3
0.0 -0.1 -0.1
0.1 0.0 0.0
0.0 0.0 0.0
0.1 0.1 0.2

Properties
Total charge: 0
Energy relative to the best compared isomer or geometry (same formula, charge and spin) in kcal/mol: 90.1